#one
A cluster of 2 separate species, C4H14N3 in total. Source: OMol25; level of theory: ωB97M-V/def2-TZVPD.

Summary:
E_HOMO	-14.959	eV
Kohn-Sham gap	12.049	eV
LUMO energy	-2.910	eV
total charge	+1

XYZ file:
```
21
Properties=species:S:1:pos:R:3:nbo_charge:R:1
C -2.22 1.38 -0.08 -0.40
C -1.12 -0.85 -0.54 0.68
N -1.08 0.44 -0.27 -0.55
N -2.31 -1.46 -0.68 -0.78
N -0.05 -1.65 -0.70 -0.76
H -0.19 0.84 -0.02 0.42
H -3.21 -1.05 -0.53 0.43
H -2.34 -2.47 -0.60 0.42
H 0.89 -1.31 -0.64 0.43
H -0.27 -2.52 -1.16 0.42
H -2.34 1.97 -0.97 0.23
H -1.99 1.93 0.82 0.24
H -3.10 0.78 0.09 0.20
C 1.95 0.19 1.21 -0.58
C 2.90 0.79 0.14 -0.61
H 2.43 0.18 2.17 0.24
H 1.05 0.81 1.16 0.16
H 1.54 -0.75 0.87 0.17
H 3.71 0.10 -0.07 0.22
H 2.30 0.99 -0.75 0.19
H 3.45 1.65 0.54 0.23
```



#two
A cluster of 2 separate species, C4H14N3 in total. Source: OMol25; level of theory: ωB97M-V/def2-TZVPD.

Summary:
E_HOMO	-13.080	eV
Kohn-Sham gap	9.963	eV
LUMO energy	-3.117	eV
total charge	+1

XYZ file:
```
21
Properties=species:S:1:pos:R:3:nbo_charge:R:1
C -1.73 -1.95 -0.73 -0.64
C -1.29 1.61 0.62 -0.45
C -1.81 -0.43 -0.73 -0.20
C 2.53 0.46 -0.31 0.39
N 3.75 0.23 0.05 -0.72
N 1.58 -0.05 0.43 -0.74
N -1.16 0.16 0.53 -0.65
H -1.97 -2.44 -1.71 0.25
H -0.87 -2.33 -0.29 0.22
H -2.49 -2.23 -0.02 0.22
H -2.30 1.80 1.09 0.20
H -0.71 2.18 1.36 0.22
H -1.27 2.09 -0.31 0.21
H -2.75 0.15 -0.76 0.21
H -1.07 0.04 -1.53 0.17
H 2.35 0.90 -1.29 0.23
H 4.65 0.45 -0.49 0.45
H 3.90 -0.01 1.01 0.41
H 1.73 -0.42 1.32 0.39
H 0.47 0.09 0.46 0.45
H -1.53 -0.30 1.30 0.37
```



#three
A cluster of 2 separate species, C4H14N3 in total. Source: OMol25; level of theory: ωB97M-V/def2-TZVPD.

Summary:
E_HOMO	-14.833	eV
Kohn-Sham gap	11.700	eV
LUMO energy	-3.133	eV
total charge	+1

XYZ file:
```
21
Properties=species:S:1:pos:R:3:nbo_charge:R:1
C 0.11 0.71 2.27 -0.46
C -1.48 -0.40 0.75 0.68
N -0.80 0.65 1.13 -0.52
N -1.54 -1.53 1.52 -0.77
N -2.20 -0.42 -0.38 -0.79
H -0.96 1.52 0.64 0.44
H -1.63 -1.29 2.51 0.41
H -2.02 -2.36 1.21 0.43
H -1.79 -0.13 -1.25 0.43
H -3.06 -0.92 -0.39 0.42
H 0.44 -0.27 2.62 0.25
H -0.20 1.52 2.93 0.24
H 1.07 1.11 1.88 0.24
C 1.86 1.00 -1.80 -0.61
C 1.57 -0.49 -2.08 -0.60
H 1.56 1.71 -2.55 0.22
H 1.46 1.19 -0.81 0.17
H 2.97 0.99 -1.79 0.22
H 1.98 -1.07 -1.25 0.20
H 2.17 -0.86 -2.92 0.22
H 0.50 -0.67 -2.25 0.17
```



Which structure above is the least stable? It is #two.